# 1
9
Properties=species:S:1:pos:R:3 method="wB97M-V/def2-TZVPD" orbital_gap_ev=10.519 relative_energy_kcal_mol=36.5 e_tot_ha=-682.2362
C 0.75179 0.30610 0.55673
O -2.01213 0.00647 -0.22189
O 0.76269 0.50882 -0.69069
O 1.30750 1.20882 1.41009
O -0.38311 -1.81203 -0.83106
P -1.00326 -0.52180 -1.13842
H 0.13252 -0.48003 1.08342
H -0.91805 -0.14600 -2.50445
H 1.36206 0.92965 2.33627



# 2
9
Properties=species:S:1:pos:R:3 method="wB97M-V/def2-TZVPD" orbital_gap_ev=8.493 relative_energy_kcal_mol=27.4 charge=-1 e_tot_ha=-739.0817
C 1.90935 0.19221 0.14217
O -2.53158 1.24441 -0.44681
O -0.26356 -0.09973 0.12118
O -2.61754 -1.18670 -0.21492
O 2.43883 -0.79695 -0.31452
S -2.16981 0.08813 0.37665
H 1.71874 1.09745 -0.45213
H 1.76309 0.33890 1.22377
H -0.24750 -0.87773 -0.43540